{
  "formula": "C6H5NO2",
  "method": "the ωB97M-V functional and the def2-TZVPD basis",
  "smiles": "O=N[C@]12C=CC=C[C@H]1O2",
  "largest_force_ev_per_a": 3.63,
  "lumo_ev": -0.29,
  "gap_ha": 0.32822,
  "spin_multiplicity": 1,
  "e_homo_ha": -0.3388,
  "relative_energy_kcal_mol": 129.8,
  "elements": ["C", "H", "C", "C", "O", "H", "N", "H", "H", "C", "C", "O", "C", "H"],
  "xyz": [[0.95726, 1.26266, 0.22930], [1.46854, 2.19070, 0.37975], [-0.09311, -1.42149, -0.27225], [-0.50402, 1.04136, 0.28019], [-3.22689, 0.15047, 0.25622], [-0.66355, -2.28872, -0.29502], [-2.33673, -0.60969, 0.56167], [-1.22758, 1.71167, 0.80440], [2.86630, 0.23532, -0.22396], [1.22312, -1.10519, -0.20397], [-1.00630, -0.32426, -0.15016], [-1.09819, 0.79854, -0.98359], [1.75027, 0.22478, -0.13093], [1.89087, -1.86615, -0.25163]],
  "forces_ev_per_angstrom": [[0.74, -1.11, -0.46], [-0.42, 0.66, 0.39], [1.09, 2.29, 0.31], [-0.50, 1.41, -0.05], [1.49, -1.02, 0.46], [0.24, -2.29, 0.04], [-0.62, 0.42, -0.92], [1.14, -0.64, 0.27], [-1.21, 0.67, 0.13], [-2.74, 0.05, -0.84], [-2.05, 2.70, 1.28], [0.40, -1.01, -1.13], [0.37, 0.09, 0.69], [2.06, -2.22, -0.17]]
}

{
  "formula": "C37H105N3O14",
  "method": "the ωB97M-V functional and the def2-TZVPD basis",
  "largest_force_ev_per_a": 2.15,
  "lumo_ev": 0.18,
  "gap_ha": 0.34935,
  "spin_multiplicity": 1,
  "e_homo_ha": -0.3426,
  "relative_energy_kcal_mol": 95.6,
  "elements": ["H", "H", "H", "H", "H", "H", "O", "H", "C", "H", "C", "C", "O", "N", "H", "H", "H", "H", "H", "H", "O", "C", "H", "H", "H", "H", "H", "O", "H", "H", "H", "H", "C", "H", "H", "C", "H", "H", "C", "H", "H", "C", "O", "H", "H", "C", "H", "C", "H", "H", "H", "H", "C", "C", "C", "C", "H", "H", "H", "N", "H", "C", "H", "O", "H", "H", "H", "H", "H", "H", "H", "H", "H", "C", "H", "H", "C", "O", "H", "H", "H", "H", "H", "H", "H", "H", "C", "O", "H", "H", "C", "H", "H", "H", "H", "O", "H", "C", "H", "H", "H", "O", "H", "H", "N", "H", "H", "H", "H", "H", "H", "H", "H", "C", "H", "C", "H", "O", "H", "H", "H", "C", "H", "C", "H", "H", "C", "H", "H", "H", "H", "C", "H", "H", "C", "C", "H", "C", "H", "C", "C", "H", "O", "O", "C", "H", "H", "C", "C", "C", "H", "H", "H", "C", "H", "H", "C", "O", "H"],
  "xyz": [[11.92714, -13.04022, -12.66188], [13.65475, -20.17067, -15.86509], [6.52537, -18.04771, -17.98785], [11.48023, -26.89035, -9.32173], [12.65157, -27.17285, -10.59007], [7.19221, -17.82062, -12.06321], [8.32209, -16.56140, -10.90187], [12.07241, -23.82950, -16.39641], [7.35605, -16.76080, -11.86816], [16.19195, -19.36994, -10.32766], [10.62505, -18.23815, -5.32066], [9.83741, -27.61772, -5.22411], [5.17044, -27.52735, -7.63172], [3.75867, -24.97836, -9.82862], [7.70785, -16.24169, -12.75971], [12.37047, -24.23791, -5.10894], [9.65011, -23.62714, -4.46715], [13.72915, -29.63496, -9.95192], [6.30185, -19.52882, -17.09240], [10.26886, -24.14891, -15.96596], [3.52733, -24.17813, -14.56127], [11.52653, -24.33632, -4.42615], [4.09563, -24.76449, -15.06607], [5.14956, -23.08859, -13.92891], [11.79920, -27.33001, -14.69063], [11.78064, -14.33032, -9.53400], [6.71072, -26.32037, -9.23644], [15.26530, -18.19912, -16.38499], [10.08984, -25.63908, -3.61078], [17.00222, -23.67068, -9.56677], [14.81417, -13.64029, -11.31326], [8.95042, -17.27637, -11.02684], [14.50119, -20.07371, -15.18521], [6.06607, -24.83488, -8.41999], [4.01802, -25.74826, -7.37831], [4.54068, -18.18029, -17.19992], [5.54359, -29.19572, -6.44923], [15.03858, -21.63150, -10.70712], [15.63824, -19.88956, -9.54568], [10.29672, -17.87922, -15.46977], [3.57336, -18.18917, -19.10408], [4.19362, -26.59626, -8.04023], [11.54507, -19.22999, -5.79918], [14.00156, -19.64903, -8.50944], [14.72924, -20.97635, -14.61835], [12.09480, -23.82324, -3.10068], [15.34930, -21.93379, -9.00210], [3.75979, -17.49300, -18.28634], [10.94213, -17.35848, -5.88079], [9.21309, -22.51400, -12.80697], [12.78476, -24.46279, -2.55020], [11.36122, -21.66670, -12.11091], [4.76401, -28.45409, -6.62345], [9.18629, -21.57077, -12.26136], [15.71268, -19.43470, -15.79669], [16.22045, -19.66480, -8.14476], [12.64296, -25.73376, -14.43829], [16.80925, -23.34918, -11.31906], [8.83961, -19.56305, -5.23746], [14.29564, -19.42497, -9.44935], [10.85092, -24.26827, -17.56873], [5.80565, -18.83787, -17.77392], [14.45081, -14.82134, -12.56654], [10.44731, -26.37131, -5.41869], [4.88890, -20.49777, -7.42614], [17.30540, -19.62839, -8.04642], [2.83409, -17.08900, -17.87651], [9.99882, -17.45071, -3.62913], [2.77707, -25.17013, -9.68785], [11.80010, -29.42640, -8.71941], [9.62690, -16.60701, -16.46804], [5.70138, -19.45868, -18.66377], [12.70222, -12.25332, -11.20460], [12.33390, -27.50724, -9.60246], [16.44774, -18.73045, -13.93274], [4.59957, -26.80909, -10.14786], [17.30347, -23.03533, -10.39964], [12.88358, -29.75737, -10.38967], [8.48093, -17.81990, -5.52443], [10.60143, -28.64785, -11.42866], [4.30782, -16.66113, -18.72877], [11.12446, -13.04000, -11.22258], [10.74026, -19.14510, -3.38526], [11.76356, -17.70325, -3.54589], [12.53286, -22.82669, -3.15630], [17.66833, -18.56337, -15.24397], [10.81033, -18.15103, -3.82687], [11.31772, -17.36891, -17.32530], [11.28996, -23.75489, -2.36880], [12.20238, -17.62127, -17.05091], [15.69811, -21.38300, -9.87563], [10.86428, -23.10508, -10.25707], [10.19299, -30.09783, -10.78558], [9.42704, -22.04417, -9.83841], [3.72252, -24.99010, -10.83791], [4.17353, -20.52758, -9.46382], [12.24702, -26.15507, -17.93920], [12.14637, -13.10528, -11.59614], [3.25682, -27.14608, -8.13078], [9.17000, -18.75611, -6.79179], [6.13306, -20.49874, -8.74561], [17.07556, -21.67281, -10.14628], [15.82515, -20.33749, -7.38364], [4.49950, -17.69347, -15.37482], [10.47335, -23.53085, -5.04431], [3.88386, -18.95424, -16.80282], [6.31585, -24.84413, -10.18323], [11.01590, -21.71792, -9.37721], [8.99840, -20.85749, -13.06388], [11.41819, -19.82562, -10.76725], [5.26507, -19.12051, -8.41331], [14.26020, -18.41568, -9.43586], [9.43336, -28.11098, -6.10816], [10.97771, -25.76410, -4.23057], [3.63759, -22.16610, -14.07041], [11.90777, -28.97236, -9.70447], [11.08635, -16.26000, -15.62777], [12.50668, -14.84446, -9.89472], [11.20729, -20.08808, -5.53235], [4.11733, -21.45731, -9.69631], [10.54594, -28.33673, -4.81289], [10.44513, -22.09944, -10.22382], [9.70046, -28.59556, -9.97150], [11.16134, -24.41189, -16.53378], [14.75035, -15.27725, -10.91540], [12.26129, -15.20360, -11.80864], [11.74758, -26.24584, -14.79068], [9.05946, -27.58282, -4.46144], [18.35299, -23.23870, -10.61233], [4.43013, -22.75075, -15.55669], [3.82998, -28.97648, -6.83035], [12.78736, -14.44469, -11.22950], [14.06206, -19.44883, -14.40752], [17.34677, -20.08822, -14.48299], [9.17598, -18.63922, -5.70809], [11.43437, -25.86160, -16.22408], [13.18127, -27.32303, -8.94206], [16.86483, -19.17638, -14.83567], [16.06389, -19.99458, -16.66346], [10.53017, -29.11788, -10.44780], [10.56158, -17.06425, -16.14340], [8.32621, -21.49190, -11.59643], [12.49222, -26.31644, -17.02517], [4.75894, -17.25597, -16.18899], [4.63373, -26.03251, -9.38375], [16.00712, -18.63287, -7.86598], [10.88401, -25.97635, -14.18264], [14.23988, -14.53983, -11.53486], [6.05537, -25.45317, -9.31760], [4.23330, -22.96783, -14.50681], [11.68269, -26.42237, -3.72284], [6.43626, -16.33297, -11.46936], [4.61963, -27.96445, -5.66038], [5.12771, -20.20128, -8.44749], [15.97016, -17.86796, -16.94634], [10.52768, -26.40241, -16.49524], [10.48740, -21.36772, -11.53198], [10.60941, -20.01455, -11.24869], [10.37998, -24.01304, -5.92685]],
  "forces_ev_per_angstrom": [[0.77, 0.18, -0.21], [0.39, -0.51, -0.36], [0.08, 0.03, -0.14], [0.11, 0.06, 0.27], [-0.07, -0.02, -0.17], [-0.12, -0.06, -0.19], [1.20, -0.37, 1.27], [-0.31, 0.35, 0.46], [-0.65, 0.29, -0.49], [0.00, 0.17, 0.09], [0.29, -1.78, -0.45], [0.35, -0.68, 1.18], [0.20, -0.57, 0.67], [-1.32, 1.00, -0.43], [-0.63, -0.08, -0.49], [0.01, -0.73, -0.35], [-0.47, -0.04, -0.33], [0.07, 0.02, 0.05], [-0.08, 0.20, 0.51], [0.34, 0.73, 0.38], [-0.59, -0.75, 0.55], [0.70, -0.50, -0.07], [-0.23, -0.28, 0.03], [0.20, 0.25, -0.03], [0.48, 0.05, -0.16], [-0.05, 0.04, -0.13], [0.43, 0.37, 0.18], [-0.32, 0.27, 0.33], [0.02, 0.04, 0.76], [-0.18, -0.06, 0.11], [-0.27, 0.39, -0.09], [0.40, 0.09, 0.33], [-0.60, 0.21, 1.02], [0.47, 0.08, 0.01], [0.28, 0.02, 0.57], [-0.57, -1.31, -1.47], [0.12, 0.13, -0.45], [0.09, -0.03, -0.33], [1.08, -0.81, 1.03], [0.42, -0.32, -0.16], [-0.31, -0.02, 0.03], [-0.03, -0.47, -0.66], [0.13, -0.10, -0.62], [-0.55, -0.22, 0.12], [0.05, -0.36, -0.55], [-1.10, 0.31, 0.88], [-0.02, -0.33, 0.16], [-0.10, 0.22, -0.58], [-0.28, 0.32, 0.35], [-0.26, -0.37, 0.42], [0.33, -0.34, -0.72], [-0.05, -0.33, -0.37], [0.12, 0.56, 0.29], [-0.18, -0.07, -1.14], [0.43, 0.55, -1.02], [1.54, 1.15, -0.05], [0.02, -0.20, 0.13], [-0.50, -0.14, -0.02], [0.07, 0.06, 0.15], [-1.78, 0.08, -0.53], [0.14, -0.28, -0.23], [0.66, 0.14, 0.56], [-0.23, 0.14, -0.08], [0.68, 0.64, -0.84], [-0.20, -0.47, -0.16], [0.22, -0.75, -0.31], [-0.08, -0.11, -0.15], [-0.05, -0.17, 1.38], [-0.30, -0.26, 0.86], [-0.16, 0.22, 0.33], [-0.05, -0.18, -0.19], [-0.63, 0.37, -0.21], [0.08, 0.04, -0.25], [-0.27, -0.15, -0.52], [0.15, 0.41, -0.01], [0.26, -0.59, 0.22], [0.14, -0.23, -0.47], [-0.26, 0.07, -0.40], [-0.09, -0.09, 0.36], [0.36, 0.52, -0.10], [0.21, 0.09, 0.16], [-0.06, -0.15, 0.54], [-0.43, 0.20, 0.17], [-0.03, -0.04, -0.08], [-0.02, -0.07, -0.33], [-0.26, 0.18, -0.14], [-0.38, 1.21, -0.72], [-0.56, -0.45, 0.50], [-0.40, 0.28, 0.06], [0.15, -0.04, 0.02], [0.62, 0.55, -0.04], [-0.69, -0.43, -0.37], [0.38, -0.46, 0.91], [-0.10, -0.58, -0.02], [0.70, 0.33, -0.39], [-0.10, 0.79, 0.43], [0.14, -0.02, -0.14], [-0.45, -0.22, 0.13], [-0.41, 0.13, -0.21], [-0.05, -0.29, -0.05], [0.07, -0.67, 0.22], [-0.45, -0.04, 0.13], [-0.18, -0.07, -0.16], [0.23, 0.32, 0.21], [1.11, 0.42, 0.54], [-0.04, -0.37, -0.01], [-0.16, -0.13, -0.04], [0.47, 0.87, -0.42], [0.40, 0.40, 0.09], [0.21, -0.18, 0.11], [-0.66, 0.17, -0.19], [0.11, 0.23, -0.31], [0.08, 0.82, -0.37], [-0.55, -0.28, -0.23], [-0.15, -0.26, 0.00], [-0.99, -0.49, -0.20], [0.00, -0.15, 0.53], [0.64, 0.30, 0.81], [0.00, -0.27, 0.04], [0.42, -0.18, 0.49], [0.42, -0.15, 0.04], [0.12, -1.02, 1.33], [0.19, -0.13, 0.44], [-0.31, -0.13, 0.21], [-0.36, -0.37, 0.05], [0.06, -0.08, -0.53], [-0.63, 0.42, -0.11], [-0.42, 0.30, 0.01], [0.18, 0.47, 0.34], [0.54, 0.85, 0.12], [-0.12, 0.02, -0.48], [-1.67, -0.26, -0.50], [0.31, 0.56, 0.15], [-0.11, -0.30, -0.21], [0.84, 0.83, -0.59], [-0.40, -0.46, -0.28], [-0.14, -0.19, 0.26], [-0.29, -0.42, 0.64], [0.12, -0.67, 0.18], [0.76, 0.58, -0.86], [0.11, 1.13, -0.67], [0.09, -0.27, 0.08], [0.74, -0.49, -0.40], [0.63, 0.46, 1.11], [0.49, -0.07, -0.71], [-0.50, 0.04, 0.21], [0.09, 0.32, 0.23], [1.54, -0.07, 0.24], [-0.65, -0.81, 0.41], [0.24, 0.19, -0.63], [0.17, -0.19, -0.06], [-0.15, 0.07, -0.42], [-0.04, 0.33, 0.12], [0.49, 0.29, -0.79], [0.04, 0.08, -0.01], [-0.30, -0.29, -0.06], [0.44, -0.04, 0.58], [-0.38, 2.10, -0.24], [-0.93, 0.24, -0.21]]
}